The following is a quantum chemistry calculation of a gas-phase ion, C4H8NO5S2 (charge -1) in a non-equilibrium geometry, from the OMol25 dataset.

Energy above the lowest of the compared OMol25 structures with the same formula, charge and spin   11.3 kcal per mole
E_tot   -37675.77963 eV
Net charge   -1
E_LUMO   3.167 eV

Geometry as XYZ:
```
20
Properties=species:S:1:pos:R:3:forces:R:3:lowdin_charge:R:1
C -1.252 0.289 0.611 2.2624 -0.8310 0.5790 -0.108
C 0.031 0.723 -1.200 0.3407 1.6650 2.8969 -0.227
C 0.444 -0.260 0.986 -1.2970 1.2705 -0.0674 -0.384
C 1.130 0.180 -0.296 0.3267 3.3699 0.4603 -0.367
N -0.997 1.349 -0.354 0.2285 -0.5576 1.6968 -0.049
O 0.334 -2.374 2.523 0.3871 -0.2993 -0.2596 -0.496
O 1.232 2.675 0.882 0.2285 -0.6481 0.0986 -0.376
O 0.211 -2.547 -0.037 0.8347 -1.0736 1.0977 -0.322
O 3.213 1.099 0.994 -1.6305 1.0309 -0.3720 -0.397
O 2.659 2.293 -1.092 -1.0520 -0.7338 1.3983 -0.401
S 1.057 -1.910 1.332 -2.3586 0.4075 -0.4128 0.955
S 2.129 1.737 0.190 2.6198 -0.7934 -1.3031 0.489
H -1.711 -0.583 0.178 -0.4914 -0.1813 -0.2886 0.080
H -1.773 0.590 1.530 0.3438 -0.0272 -0.3491 0.106
H 0.494 1.426 -1.782 0.8363 1.8314 -1.9521 0.078
H -0.408 0.011 -1.768 -1.5142 -2.4096 -1.9549 0.079
H 0.623 0.442 1.832 0.5896 -0.8545 -0.4709 0.106
H 1.917 -0.294 -0.889 -0.2579 -0.8507 0.6941 0.129
H -0.057 -1.877 -0.658 -0.1075 0.6540 -0.1789 0.001
H -0.571 2.127 0.229 -0.2891 -0.9690 -1.3122 0.103
```
Positions in Å, forces in eV/Å.

***

The following is a quantum chemistry calculation of a gas-phase ion, C4H8N3OS (charge +1) in a non-equilibrium geometry, from the OMol25 dataset.

Energy above the lowest of the compared OMol25 structures with the same formula, charge and spin   55.1 kcal per mole
E_tot   -21622.36907 eV
Net charge   +1
E_LUMO   -4.472 eV

Geometry as XYZ:
```
17
Properties=species:S:1:pos:R:3:forces:R:3:lowdin_charge:R:1
C -1.093 0.631 -0.841 1.8758 -1.7087 0.3853 -0.016
C -0.188 1.703 -0.578 -1.6517 -1.6295 0.5839 -0.163
C -0.846 -0.606 -0.199 -3.9040 0.7385 -2.0938 -0.371
C 1.360 -0.369 0.363 2.8709 3.1888 -2.1520 -0.645
N 0.730 1.539 0.316 1.4780 -0.2819 -0.5914 0.093
N 0.125 -0.855 0.669 1.5581 0.2494 1.2110 0.103
N -1.688 -1.674 -0.325 0.7030 0.4391 0.3947 0.188
O 2.431 -0.238 1.145 -2.5376 0.1219 3.4447 0.005
S 2.060 -0.609 -1.329 -2.5459 -1.0822 0.5579 0.947
H -1.749 0.622 -1.689 -0.3439 0.2672 0.0209 0.111
H -0.451 2.594 -1.092 0.3637 1.1806 -0.1031 0.126
H 1.379 2.324 0.479 -0.3570 -0.5468 -0.0702 0.130
H -0.017 -1.671 1.202 0.6131 -1.0083 0.9355 0.161
H -2.585 -1.521 -0.742 -0.3089 -0.1536 -0.0067 0.123
H -1.571 -2.437 0.343 -0.4413 0.2374 -0.6938 0.130
H 2.096 0.079 2.084 1.0879 -0.9018 -2.2401 0.209
H 3.105 0.058 -1.010 1.5397 0.8900 0.4172 -0.131
```
Positions in Å, forces in eV/Å.

***

The following is a quantum chemistry calculation of a molecular structure, C6H9NO2 in a non-equilibrium geometry, from the OMol25 dataset.

Energy above the lowest of the compared OMol25 structures with the same formula, charge and spin   156.5 kcal per mole
E_tot   -11946.53109 eV
Net charge   0
E_LUMO   0.279 eV

Geometry as XYZ:
```
18
Properties=species:S:1:pos:R:3:forces:R:3:lowdin_charge:R:1
C 0.527 1.702 0.571 -0.9329 1.5765 -5.8727 -0.142
C -1.668 1.037 -0.180 -1.0954 2.1307 -2.0040 -0.152
C -1.211 -0.290 0.324 1.0584 0.9437 -0.9229 -0.114
C -0.160 -1.285 -0.293 -1.7890 1.2318 -1.0609 -0.125
C 1.050 -0.585 -1.054 -5.9123 -1.7149 -7.9458 -0.322
C 0.942 -1.412 0.759 0.4075 -1.3602 0.4659 -0.116
H 1.294 1.919 1.483 -1.6701 -0.6197 -2.5904 0.179
H -2.707 1.402 0.018 0.7985 -0.7599 0.5499 0.111
H -1.355 1.701 -1.104 -0.1765 -2.5337 1.4975 0.152
H -1.863 -0.729 1.066 -0.0904 -0.1665 -0.0065 0.126
H -0.718 -2.195 -0.820 1.4479 1.8861 1.4165 0.177
H 1.016 0.390 -1.344 -0.9487 2.6368 -0.2529 0.039
H 1.152 -0.936 -2.196 0.6822 -0.9878 2.1444 0.157
H 1.231 -2.413 1.166 0.0124 0.7916 -0.5357 0.138
H 0.724 -0.710 1.545 0.1032 -0.2250 0.7944 0.098
N -0.737 1.112 0.919 1.0877 -0.4591 0.6228 -0.041
O 0.607 2.066 -0.740 1.3332 -0.2791 8.1412 -0.129
O 1.877 -0.775 -0.120 5.6845 -2.0916 5.5592 -0.038
```
Positions in Å, forces in eV/Å.

***

The following is a quantum chemistry calculation of C4H8N4 in the gas phase in a non-equilibrium geometry, from the OMol25 dataset.

Energy above the lowest of the compared OMol25 structures with the same formula, charge and spin   178.3 kcal per mole
SMILES   C1=N\C=N/CCNN/1
E_tot   -10230.51027 eV
Net charge   0
E_LUMO   0.559 eV

Geometry as XYZ:
```
16
Properties=species:S:1:pos:R:3:forces:R:3:lowdin_charge:R:1
C 0.629 0.888 1.414 -2.0911 0.6947 -0.1374 -0.152
N -0.270 -0.092 1.719 3.0014 2.2035 0.2508 -0.029
C -0.818 -1.301 1.094 0.6148 0.7144 4.2439 -0.290
N -1.119 -1.882 0.034 0.7103 -0.8612 -3.1975 0.048
C -0.727 -1.309 -1.296 -0.2703 1.7569 -2.0019 -0.190
C -0.102 0.000 -0.788 0.3907 2.4100 2.5400 -0.223
N 0.878 1.176 -1.057 -1.2156 -1.1435 -4.9821 -0.126
N 1.101 1.614 0.251 -0.7360 -0.2592 1.9305 -0.074
H 0.912 1.535 2.297 -0.0791 -1.0621 -0.8682 0.124
H -0.934 -1.824 2.061 -0.8789 -0.5592 -0.9278 0.108
H 0.053 -1.706 -2.018 -0.4016 -1.0520 1.7502 0.122
H -1.592 -1.318 -2.034 0.4535 0.5358 1.3840 0.111
H 0.528 -0.558 -0.022 -0.1909 1.3196 -1.9167 0.098
H -0.840 0.647 -0.152 0.4116 -1.9552 -1.7905 0.133
H 0.388 1.861 -1.891 1.5272 -1.4968 3.9164 0.189
H 1.913 2.267 0.389 -1.2460 -1.2458 -0.1937 0.151
```
Positions in Å, forces in eV/Å.

***

The following is a quantum chemistry calculation of a molecular structure, BrMn in a non-equilibrium geometry, from the OMol25 dataset.

Energy above the lowest of the compared OMol25 structures with the same formula, charge and spin   24.1 kcal per mole
⟨S²⟩   8.7714
E_tot   -101353.40097 eV
2S+1   6
Net charge   +1
E_LUMO (spin up / spin down)   -8.385 / -8.266 eV

Geometry as XYZ:
```
2
Properties=species:S:1:pos:R:3:forces:R:3:lowdin_spin:R:1
Mn 1.145 0.694 0.313 -2.5704 -1.5601 -0.7038 4.987
Br -1.145 -0.694 -0.313 2.5704 1.5601 0.7038 0.013
```
Positions in Å, forces in eV/Å.

***

The following is a quantum chemistry calculation of 2 unconnected molecules or ions with the total composition C2H8NO in a non-equilibrium geometry, from the OMol25 dataset.

Energy above the lowest of the compared OMol25 structures with the same formula, charge and spin   32.3 kcal per mole
E_tot   -5739.77428 eV
Net charge   -1
E_LUMO   4.205 eV

Geometry as XYZ:
```
12
Properties=species:S:1:pos:R:3:forces:R:3:lowdin_charge:R:1
O 1.071 -2.794 0.244 -0.3308 -0.3443 -0.1364 -0.646
H 0.671 -3.653 0.020 0.2430 0.3715 0.1015 -0.213
C -0.534 1.524 -0.811 0.2729 -3.8681 -0.3170 -0.100
C 0.353 0.664 0.321 -0.0344 1.9085 -0.4930 -0.364
N -0.487 -0.375 0.839 -1.5566 -0.7270 -1.8158 -0.077
H 0.030 2.018 -1.623 -0.0005 -0.1840 0.5720 0.033
H -1.216 0.681 -1.330 1.4396 1.9711 1.0177 0.087
H -1.209 2.214 -0.325 -0.0479 0.1600 0.2663 0.021
H 1.343 0.288 0.066 -0.0562 -0.3463 -1.4680 0.081
H 0.720 1.416 1.009 -0.7364 0.3904 1.0047 0.063
H -0.514 -0.992 -0.032 -0.0251 0.0503 2.2117 0.062
H -0.228 -0.990 1.621 0.8324 0.6178 -0.9436 0.052
```
Positions in Å, forces in eV/Å.